Entry 1:
{"formula": "C18H27AuF6N2O2PSb", "method": "ωB97M-V with the def2-TZVPD basis set", "de_lowest_kj_mol": 0.0, "s_squared": 0.75, "total_charge": 1, "max_force_ha_per_bohr": 0.011, "gap_ev": [6.80, 6.76], "homo_ha": [-0.45063, -0.45923], "spin_multiplicity": 2, "symbols": ["Au", "C", "C", "O", "C", "C", "C", "N", "N", "C", "O", "C", "C", "C", "C", "C", "C", "H", "H", "H", "H", "H", "H", "H", "H", "H", "H", "H", "H", "F", "Sb", "F", "F", "F", "F", "F", "C", "C", "P", "C", "C", "C", "C", "H", "H", "H", "H", "H", "H", "H", "H", "H", "H", "H", "H", "H", "H", "H"], "coordinates": [[0.5064, -0.8876, 0.5721], [-2.9833, -3.4804, 1.4903], [-1.9328, -2.4312, 1.6367], [-0.8617, -2.5828, 1.0498], [-2.2997, -1.3106, 2.5305], [-1.8388, -0.0571, 2.6466], [-2.4807, 0.9381, 3.5591], [-0.7691, 0.4061, 1.8318], [-0.6090, 1.6274, 1.8267], [0.4742, 2.0678, 0.9594], [1.3255, 1.2670, 0.5877], [0.4511, 3.4682, 0.6225], [1.4219, 3.9554, -0.2644], [1.3919, 5.2776, -0.6462], [0.3931, 6.1162, -0.1548], [-0.5755, 5.6382, 0.7175], [-0.5531, 4.3142, 1.1115], [-2.6652, -4.2419, 0.7854], [-3.9081, -3.0101, 1.1467], [-3.1906, -3.9311, 2.4637], [-3.1550, -1.5360, 3.1549], [-3.1823, 0.4413, 4.2227], [-3.0143, 1.6820, 2.9647], [-1.7313, 1.4644, 4.1491], [2.1742, 3.2811, -0.6490], [2.1327, 5.6633, -1.3325], [0.3685, 7.1536, -0.4619], [-1.3508, 6.2971, 1.0823], [-1.3093, 3.9275, 1.7774], [-1.9314, -0.4084, -0.4047], [-2.2253, 1.0153, -1.6932], [-2.4346, 2.1094, -0.1500], [-0.3405, 1.2982, -1.5195], [-2.4088, 2.4549, -2.8604], [-1.8447, -0.2357, -3.0482], [-4.0436, 0.5727, -1.6868], [3.0281, 0.2092, -2.1343], [2.1457, -0.9991, -2.4405], [1.7422, -2.0311, -1.0069], [0.7495, -3.4240, -1.6063], [-0.5861, -2.9953, -2.2146], [3.2741, -2.7230, -0.3208], [3.1034, -3.2413, 1.1071], [3.1439, 0.8083, -3.0362], [4.0249, -0.0886, -1.8080], [2.5829, 0.8385, -1.3675], [2.6234, -1.6624, -3.1683], [1.1902, -0.6815, -2.8660], [0.5924, -4.0846, -0.7498], [1.3619, -3.9682, -2.3309], [-1.1945, -2.4323, -1.5090], [-1.1486, -3.8779, -2.5166], [-0.4537, -2.3727, -3.0967], [4.0422, -1.9497, -0.3715], [3.5805, -3.5277, -0.9948], [2.8912, -2.4230, 1.7964], [4.0159, -3.7323, 1.4407], [2.2904, -3.9656, 1.1771]], "atomic_forces_ev_per_a": [[-0.08, 0.53, -0.17], [-0.02, 0.00, -0.02], [-0.08, -0.01, -0.02], [0.09, -0.05, 0.12], [0.13, 0.06, -0.02], [-0.30, 0.03, 0.21], [0.06, 0.01, -0.06], [0.25, -0.08, -0.16], [-0.20, -0.10, 0.29], [0.27, -0.02, -0.30], [0.13, 0.00, 0.30], [-0.05, 0.02, 0.02], [-0.02, -0.02, 0.01], [0.00, 0.01, -0.01], [-0.01, 0.00, 0.01], [0.00, 0.01, 0.00], [0.03, -0.03, 0.00], [0.00, 0.00, 0.00], [0.00, -0.01, 0.00], [-0.01, 0.01, 0.00], [0.00, -0.04, -0.01], [-0.01, -0.01, -0.01], [0.01, 0.01, 0.00], [-0.01, 0.00, 0.01], [0.01, 0.01, 0.00], [0.00, 0.00, 0.00], [0.00, 0.00, 0.00], [0.00, 0.00, 0.00], [0.00, 0.01, 0.00], [-0.18, -0.17, -0.10], [-0.06, -0.20, 0.19], [-0.01, 0.06, -0.08], [0.00, 0.00, -0.10], [0.02, 0.03, -0.02], [0.00, 0.08, -0.03], [0.04, 0.06, -0.02], [0.02, -0.05, -0.01], [-0.05, 0.01, -0.01], [0.05, -0.14, -0.05], [-0.05, 0.01, 0.06], [0.01, -0.07, -0.05], [-0.02, 0.01, -0.01], [0.00, -0.01, -0.03], [0.00, -0.01, 0.00], [0.00, 0.00, 0.01], [-0.03, 0.03, 0.02], [-0.02, -0.02, -0.01], [-0.01, 0.02, 0.02], [0.01, -0.01, -0.01], [0.02, 0.01, 0.01], [0.02, 0.01, 0.00], [0.01, -0.01, -0.01], [0.00, 0.01, -0.01], [0.00, 0.00, 0.04], [0.02, 0.02, -0.02], [0.00, 0.00, 0.00], [0.00, 0.00, 0.01], [0.01, -0.01, 0.01]], "mulliken_charge": [0.945, -1.495, 0.718, -0.471, -0.722, 0.561, -1.342, 0.427, -0.308, 0.159, -0.599, 0.834, -0.351, -0.767, -0.320, -0.882, -0.061, 0.362, 0.408, 0.438, 0.380, 0.452, 0.267, 0.377, 0.349, 0.429, 0.408, 0.422, 0.484, -0.532, 2.404, -0.532, -0.516, -0.520, -0.526, -0.534, -1.081, -0.391, 0.446, -0.637, -1.070, -0.582, -1.152, 0.430, 0.365, 0.046, 0.521, 0.251, 0.289, 0.592, 0.111, 0.415, 0.350, 0.365, 0.426, 0.240, 0.421, 0.297]}

Entry 2:
{"formula": "C4H13N3", "method": "ωB97M-V with the def2-TZVPD basis set", "de_lowest_kj_mol": 74.0, "s_squared": 0.77, "total_charge": 3, "max_force_ha_per_bohr": 0.071, "gap_ev": [11.63, 10.04], "homo_ha": [-0.86955, -0.95550], "spin_multiplicity": 2, "symbols": ["C", "C", "C", "C", "N", "N", "N", "H", "H", "H", "H", "H", "H", "H", "H", "H", "H", "H", "H", "H"], "coordinates": [[-1.2324, 0.6777, 0.5647], [-0.0661, -0.3218, 0.9247], [0.6982, -0.5182, -0.3529], [1.4822, 0.4719, -0.8868], [2.2620, 0.5550, -1.9610], [0.5648, -1.8518, -1.0751], [-2.0081, 0.9858, 1.8676], [-0.8323, 1.6417, 0.2744], [-1.9895, 0.1117, 0.0074], [0.6638, 0.1597, 1.6643], [-0.4793, -1.2831, 1.2657], [1.3220, 1.4730, -0.4414], [2.5538, 1.4525, -2.3380], [2.5292, -0.2657, -2.5046], [-0.4122, -1.9936, -1.3316], [0.8255, -2.5039, -0.3163], [1.1981, -1.9033, -1.8676], [-1.6755, 0.6310, 2.7662], [-2.4336, 1.9295, 1.9751], [-2.9705, 0.5518, 1.7653]], "atomic_forces_ev_per_a": [[-0.21, -0.80, 2.70], [0.48, 0.87, -0.40], [-0.28, -1.79, -0.36], [1.02, 3.17, -1.49], [-1.19, -1.50, 0.92], [0.51, 1.79, 2.29], [-3.22, -0.44, -0.51], [-0.37, -0.10, -0.85], [0.50, 0.94, -0.78], [-1.04, -0.81, -0.67], [0.26, 0.35, 0.25], [0.31, -0.64, 0.10], [0.32, 0.31, 0.12], [0.26, 0.24, -0.17], [-0.27, -0.42, -0.43], [0.01, -0.78, -0.70], [-0.05, -0.64, -0.36], [0.46, 0.27, 0.09], [1.39, 0.33, 0.00], [1.10, -0.36, 0.23]], "mulliken_charge": [-0.369, -0.812, -0.167, 0.195, -0.197, -0.148, -0.398, 0.382, 0.328, 0.451, 0.464, 0.378, 0.319, 0.227, 0.392, 0.436, 0.331, 0.371, 0.386, 0.429]}

Entry 3:
{"formula": "C2H5N3O", "method": "ωB97M-V with the def2-TZVPD basis set", "smiles": "[H]/N=C\\N(O)/C=N/[H]", "de_lowest_kj_mol": 402.0, "max_force_ha_per_bohr": 0.078, "gap_ev": 10.10, "homo_ha": -0.34844, "symbols": ["H", "N", "C", "N", "O", "C", "N", "H", "H", "H", "H"], "coordinates": [[1.8938, 0.9428, -0.3045], [2.3582, 0.0111, -0.1851], [1.2736, -0.6531, 0.0645], [0.0387, -0.1225, 0.2511], [-0.0792, 1.2638, 0.0246], [-1.1170, -0.7022, -0.0623], [-2.1227, 0.0762, -0.1435], [-2.9149, -0.4734, -0.2124], [1.1413, -1.6905, 0.3752], [-1.0996, 1.3230, 0.5508], [-1.2462, -1.8344, -0.0762]], "atomic_forces_ev_per_a": [[1.41, -0.11, -0.09], [-3.07, -0.45, 0.22], [2.33, -0.35, 0.58], [0.41, 2.38, -0.98], [-2.68, -0.32, 2.92], [-2.10, -2.18, 0.49], [1.04, 0.61, 0.27], [-2.28, -0.99, -0.32], [1.03, -0.37, -0.54], [3.11, 0.31, -2.50], [0.82, 1.46, -0.05]], "mulliken_charge": [0.365, -0.631, 0.081, 0.083, -0.530, 0.117, -0.640, 0.237, 0.272, 0.393, 0.252]}

Entry 4:
{"formula": "C3H4O3S", "method": "ωB97M-V with the def2-TZVPD basis set", "de_lowest_kj_mol": 255.5, "max_force_ha_per_bohr": 0.047, "gap_ev": 8.87, "homo_ha": -0.34993, "symbols": ["C", "C", "C", "O", "O", "O", "S", "H", "H", "H", "H"], "coordinates": [[0.0389, -0.6554, -2.1226], [-0.3043, -0.9252, -0.8919], [-0.6759, 0.0804, 0.1586], [2.7793, -1.6001, 0.3803], [0.9997, -3.1277, 1.1910], [0.5003, -0.4821, -3.1662], [1.7559, -2.5816, 0.0952], [-0.9708, -1.7451, -0.8238], [-0.1764, 1.0436, 0.0565], [-0.3400, -0.1241, 1.2059], [-1.7002, 0.3658, 0.0417]], "atomic_forces_ev_per_a": [[1.02, 0.28, -0.55], [-0.91, 0.36, 0.96], [1.60, 1.62, 0.83], [-0.78, -0.60, -0.07], [0.20, 0.32, -0.26], [-0.22, 0.01, -0.11], [0.66, 0.27, 0.33], [-0.26, -1.30, -0.20], [0.35, 0.06, -0.64], [-0.81, -0.72, -0.83], [-0.85, -0.29, 0.55]], "mulliken_charge": [0.893, -0.846, -0.980, -0.403, -0.407, -0.348, 0.749, 0.393, 0.361, 0.255, 0.332]}

Entry 5:
{"formula": "C3H9BrN3", "method": "ωB97M-V with the def2-TZVPD basis set", "de_lowest_kj_mol": 141.2, "total_charge": 1, "max_force_ha_per_bohr": 0.090, "gap_ev": 10.49, "homo_ha": -0.52380, "symbols": ["C", "C", "C", "N", "N", "N", "Br", "H", "H", "H", "H", "H", "H", "H", "H", "H"], "coordinates": [[0.1508, -0.1414, -1.5534], [1.0230, -0.1629, 2.0320], [0.3690, -0.7113, 0.8037], [-0.4620, 0.3926, -2.5757], [0.0059, 0.1654, -0.2945], [-0.9481, 1.2323, -0.1808], [-1.3916, -1.5057, 1.3360], [0.9473, -0.9607, -1.4938], [0.7193, 0.9186, 2.2489], [2.1853, -0.1611, 1.9276], [0.7111, -0.7227, 2.8811], [1.0721, -1.8463, 0.3981], [-0.3166, -0.1208, -3.4854], [-1.1899, 1.1374, -2.4882], [-0.9752, 1.7704, 0.7451], [-1.9003, 0.7161, -0.3007]], "atomic_forces_ev_per_a": [[2.29, -2.08, 1.36], [2.00, 2.56, -0.51], [0.68, -4.37, -0.64], [-0.09, -0.81, -1.51], [-0.71, 2.45, 0.20], [-2.26, -0.69, 1.27], [0.33, -0.06, -0.06], [-1.37, 0.83, -1.81], [0.30, -1.38, -0.42], [-2.11, -0.05, 0.20], [0.09, -0.57, 0.59], [-2.23, 3.96, 0.85], [-0.32, 1.26, 1.30], [1.14, -0.96, 0.00], [0.48, -1.49, -1.61], [1.79, 1.39, 0.77]], "mulliken_charge": [0.237, -1.100, -0.067, -0.339, 0.303, -0.823, -0.070, 0.317, 0.282, 0.296, 0.414, 0.326, 0.298, 0.308, 0.298, 0.320]}

no.,calculated total energy (hartree)
1,-2278.4378
2,-323.2251
3,-318.5974
4,-740.5623
5,-2857.6590